1.
The following is a quantum chemistry calculation of a structure of composition C2Br2ClN at a distorted geometry, from OMol25.

Calculated values
Energy relative to the best compared isomer or geometry (same formula, charge and spin) ... 82.4 kcal/mol
Calculated total energy ... -5738.9717 Eh
Charge ... 0
E_HOMO (spin up / spin down) ... -8.71 / -8.72 eV
Orbital gap (spin up / spin down) ... 4.7 / 4.7 eV

Last column: natural (NBO) charge in e.
Positions of all 6 atoms, in Å:
C1 -1.15323 0.00338 -0.28398  -0.273
Br1 -1.75783 1.55685 0.55919  0.338
N1 3.25740 0.17777 0.53605  -0.593
Cl1 -0.93049 0.03108 -1.96640  0.248
Br2 -1.58283 -1.61395 0.53912  0.346
C2 2.16698 -0.15513 0.61602  -0.065

2.
The following is a quantum chemistry calculation of a structure of composition C7H13BrN2S at a distorted geometry, from OMol25.

Calculated values
Energy relative to the best compared isomer or geometry (same formula, charge and spin) ... 3.2 kcal/mol
Calculated total energy ... -3356.0587 Eh
Charge ... 0
E_HOMO ... -8.28 eV
Orbital gap ... 8.4 eV

Last column: natural (NBO) charge in e.
Positions of all 24 atoms, in Å:
C1 0.27775 -0.66203 -0.81349  -0.140
H1 2.21613 -0.35894 -1.11153  0.219
C2 1.31993 1.14364 0.83670  -0.326
S1 0.94438 1.96754 2.34430  0.265
N1 -1.85261 1.71630 0.97253  -0.617
H2 -1.10152 1.32138 3.48039  0.239
C3 1.62844 -1.21222 -1.30632  -0.601
H3 0.18015 -2.39791 0.49608  0.225
H4 -0.64422 -2.48761 -1.25211  0.201
Br1 3.06505 1.77454 0.20742  0.038
H5 -0.10438 -0.13169 2.89934  0.225
N2 -1.15839 0.65643 1.49073  -0.210
H6 1.80385 -2.13770 -0.64459  0.212
H7 -1.25113 0.77878 -1.61161  0.201
H8 -2.22569 1.30137 0.17419  0.358
H9 -1.55572 -1.57964 -0.14731  0.227
H10 -1.33445 2.53562 0.80727  0.343
C4 -0.42410 0.88641 2.65385  -0.416
C5 0.49973 0.31202 0.30294  0.096
C6 -0.51429 -1.87300 -0.27076  -0.596
H11 -1.17443 -0.58752 -2.48520  0.210
H12 0.27415 0.45415 -2.70089  0.217
C7 -0.54649 0.05910 -1.94748  -0.590
H13 1.67786 -1.47901 -2.37447  0.219

3.
The following is a quantum chemistry calculation of a structure of composition C21H28MnN3O2 at a distorted geometry, from OMol25.

Calculated values
Energy relative to the best compared isomer or geometry (same formula, charge and spin) ... 0.0 kcal/mol
Calculated total energy ... -2282.5380 Eh
2S+1 ... 5
Charge ... 0
E_HOMO (spin up / spin down) ... -7.61 / -8.08 eV
Orbital gap (spin up / spin down) ... 6.4 / 7.3 eV

Last column: natural (NBO) charge in e.
Positions of all 55 atoms, in Å:
H1 3.09074 -2.52383 -1.34269  0.243
H2 0.43033 0.35458 2.64671  0.262
C1 -2.84629 4.28268 -2.71866  -0.467
H3 1.03300 0.69953 -1.53255  0.199
H4 4.56357 -3.77289 0.54268  0.244
C2 -0.70596 -0.00994 -2.68627  -0.437
C3 3.26688 -0.85108 1.58773  -0.313
H5 -1.91336 6.30579 -0.89805  0.215
H6 4.39950 -2.35102 2.83228  0.242
C4 -1.85348 -0.61284 -1.85861  -0.081
H7 -0.56678 5.28540 -1.39112  0.214
H8 3.32379 0.08149 2.14287  0.245
H9 -0.95484 1.69284 0.18160  0.217
H10 -4.41927 3.52213 -0.66863  0.216
C5 1.48615 -1.43450 3.57602  -0.282
C6 -0.38845 -1.68728 2.21739  -0.381
H11 -1.40778 2.70244 -3.29533  0.174
O1 -1.92572 2.92431 -1.26820  -0.561
N1 1.53214 -4.06751 0.99313  -0.723
C7 0.52726 -0.73008 2.76454  -0.249
H12 1.72141 -3.64703 4.00154  0.267
H13 -0.53607 -3.89991 2.44056  0.268
H14 -2.24632 4.96501 -3.32229  0.211
C8 -3.70732 4.27666 -0.31773  -0.625
C9 -2.47364 4.26106 -1.20059  0.280
H15 -0.28086 0.03934 0.27814  0.136
H16 2.23838 -0.15703 -0.31951  0.248
C10 1.71042 -5.24147 0.98327  0.659
O2 -2.12358 0.26217 -0.73322  -0.529
C11 0.00858 -2.98671 2.67218  -0.161
H17 -1.47581 -1.59315 -1.49362  0.161
C12 -2.29510 2.87240 -2.67778  -0.059
C13 2.43634 -7.48433 1.20734  0.434
H18 -3.03601 2.08006 -2.85132  0.185
H19 -3.42617 4.07219 0.72183  0.213
H20 -1.21540 5.18121 0.27417  0.212
H21 2.25381 -0.96902 4.19897  0.257
H22 -3.92039 4.33431 -2.91470  0.213
H23 -0.00324 -0.79016 -3.02083  0.215
H24 -1.26309 -1.46340 1.60760  0.273
Mn1 1.63117 -2.09882 1.57588  1.111
C14 3.91112 -2.10403 1.89566  -0.353
C15 2.73039 -0.94345 0.23665  -0.409
C16 1.18809 -2.84186 3.49949  -0.326
C17 -0.02074 0.95062 -1.67893  -0.437
C18 3.98088 -2.86255 0.68747  -0.177
H25 -0.10867 1.99685 -2.00836  0.228
C19 3.22724 -2.19258 -0.30904  -0.266
N2 1.72345 -6.48304 0.76592  -0.662
H26 -2.77053 -0.76240 -2.43846  0.196
C20 -0.81479 0.76639 -0.37631  -0.075
C21 -1.46867 5.31353 -0.77937  -0.627
H27 -4.19419 5.25878 -0.38993  0.210
H28 -1.06784 0.54188 -3.57510  0.207
N3 3.01574 -8.46173 1.53558  -0.456